One molecule with the formula C4H8O. Source: the OMol25 dataset; level of theory: ωB97M-V with the def2-TZVPD basis set.

```
13
Properties=species:S:1:pos:R:3:forces:R:3:mulliken_charge:R:1
C 1.544 -0.636 0.128 2.36 0.08 3.64 -1.0974
C 0.711 0.439 -0.319 -0.34 2.02 -3.74 0.1830
C -0.273 1.253 0.455 -1.16 0.48 2.14 -0.5817
C -0.715 0.176 -0.483 -1.28 -1.67 2.74 -0.1937
O -1.179 -1.061 0.106 -1.46 0.66 0.08 -0.5635
H 2.363 -0.153 0.877 -1.35 -1.65 -1.96 0.2165
H 0.894 -1.264 0.729 0.31 -0.27 0.42 0.2856
H 1.908 -1.287 -0.655 0.55 0.27 -0.20 0.3264
H 1.010 0.953 -1.296 0.24 -0.38 1.68 0.2227
H -0.537 1.107 1.588 0.94 0.12 -2.35 0.2520
H -0.502 2.253 0.069 0.38 -0.24 0.46 0.2412
H -1.197 0.493 -1.334 -1.17 0.23 -1.95 0.4002
H -2.112 -1.002 0.488 1.99 0.36 -0.95 0.3088
```
Positions in Å, forces in eV/Å.

Output
Largest force on an atom = 4.340 eV Å⁻¹
Energy relative to the best compared isomer or geometry (same formula, charge and spin) = 200.18 kJ/mol
LUMO energy = 0.9 eV
SMILES = C[C@@H]1C[C@@H]1O

=====

A 9-piece molecular cluster, C53H71ClF10N12O3S overall. Source: the OMol25 dataset; level of theory: ωB97M-V with the def2-TZVPD basis set.

```
151
Properties=species:S:1:pos:R:3:forces:R:3:mulliken_charge:R:1
C 1.736 2.159 6.158 -1.41 -0.58 -0.68 -0.0357
C 0.555 2.000 5.917 1.01 0.24 -0.32 -0.9361
C -0.839 1.813 5.382 1.28 -0.31 0.44 -0.2116
C -0.879 0.629 4.338 1.89 0.24 1.03 0.2209
F 0.466 0.239 4.168 -0.81 -0.02 -0.31 -0.3528
O -1.313 1.009 3.072 -0.73 -0.43 0.60 -0.3191
C -2.371 0.249 2.483 0.15 0.25 -0.65 0.2521
C -2.176 -1.279 2.474 0.94 -1.08 0.07 -1.3801
C -0.684 -1.769 2.310 -0.35 -0.45 0.54 -0.7597
C -0.632 -3.084 1.488 -0.46 1.17 0.60 -0.3595
Cl -1.450 -4.390 2.448 0.92 0.68 -0.26 -0.3275
C -2.511 0.849 1.013 -1.93 -0.47 -1.23 0.8455
C -3.740 0.133 0.249 -0.81 -2.02 0.07 -0.8192
C -3.371 -0.510 -1.100 -0.49 0.37 -0.54 -0.4752
C -4.071 -0.244 -2.266 0.29 -0.26 0.46 -1.0929
C -2.950 2.352 1.092 0.40 -0.29 0.32 -3.1802
C -2.945 3.261 -0.184 -0.93 1.38 -0.55 0.6813
N -1.979 4.377 -0.067 0.04 -0.40 0.25 -0.7432
N -2.765 2.622 -1.490 0.37 -0.21 0.10 -0.3903
N -4.264 3.963 -0.190 0.31 -0.39 0.52 -0.8454
N -1.344 0.579 0.198 0.68 1.39 0.98 1.3845
C -0.175 1.450 0.326 1.15 -0.80 -0.37 -0.6502
C 0.360 2.019 -1.035 0.46 -0.12 1.13 -1.4665
C 0.507 0.931 -2.094 -0.25 1.35 -0.32 0.2057
F -0.684 0.414 -2.491 0.39 -0.25 0.17 -0.1809
F 1.289 -0.093 -1.643 -0.19 0.17 -0.02 -0.4066
C 1.122 1.532 -3.418 0.02 -0.20 0.62 0.9816
F 2.050 2.490 -3.158 -0.03 -0.64 -0.03 -0.3408
F 0.104 2.163 -4.047 0.38 -0.30 -0.29 -0.2591
C 1.782 0.449 -4.343 -0.22 1.01 -0.99 0.5461
F 2.156 1.084 -5.505 -0.48 -0.04 0.49 -0.2929
F 2.909 -0.047 -3.833 -0.45 -0.13 0.40 -0.2656
C 0.823 -0.696 -4.801 0.86 -0.88 -1.07 0.5605
F 0.581 -1.593 -3.845 -0.17 0.46 0.01 -0.1924
F -0.308 -0.247 -5.336 0.05 0.14 0.57 -0.2097
F 1.468 -1.356 -5.791 -0.10 0.15 0.37 -0.3153
S -3.871 0.589 3.545 -3.44 -0.25 1.94 2.1457
C -3.890 2.306 4.188 0.55 0.19 0.35 -1.2665
O -3.901 -0.247 4.745 1.74 0.24 -0.32 -0.7137
O -5.142 0.417 2.860 0.92 0.48 -1.09 -0.7941
H 2.813 2.118 6.161 -0.46 0.25 0.37 0.4343
H -1.108 2.776 4.928 -0.34 -0.43 0.17 0.0941
H -1.456 1.526 6.246 -0.28 0.42 -0.51 0.3224
H -1.356 -0.248 4.797 -0.32 0.32 -0.58 0.4002
H -2.736 -1.785 1.667 -0.08 0.75 0.27 0.5501
H -2.530 -1.779 3.393 -0.13 0.60 -0.32 0.8408
H -0.319 -2.016 3.324 0.17 0.27 -0.53 0.6230
H -0.010 -1.004 1.891 -0.27 -0.32 0.07 0.2094
H -1.253 -2.953 0.587 0.51 -0.31 0.20 -0.2141
H 0.410 -3.350 1.273 -0.51 -0.28 -0.03 0.6320
H -4.532 0.865 0.035 0.37 -0.29 0.18 0.6895
H -4.218 -0.643 0.877 0.20 0.56 0.13 0.6981
H -2.526 -1.213 -1.201 0.74 1.64 0.11 0.2461
H -3.575 0.310 -3.081 0.34 -2.00 -0.55 0.2283
H -5.109 -0.579 -2.411 -0.28 1.87 0.71 0.2861
H -2.376 2.888 1.869 -0.07 -0.27 -0.47 0.2278
H -3.990 2.348 1.468 0.49 -0.13 -0.15 0.8057
H -1.069 4.036 0.234 -0.10 -0.01 -0.15 0.2260
H -2.306 4.964 0.702 -0.02 -0.04 -0.28 0.3693
H -3.685 2.502 -1.907 0.23 -0.34 0.12 0.3904
H -2.273 3.254 -2.117 -0.02 0.08 0.30 0.2736
H -4.315 4.509 -1.050 -0.01 -0.07 0.22 0.3269
H -4.995 3.250 -0.225 0.05 0.29 -0.02 0.3120
H -1.031 -0.381 0.228 -0.44 0.01 -0.01 -0.4266
H 0.667 0.816 0.684 -0.35 0.42 0.05 0.6315
H -0.249 2.240 1.090 -0.27 -0.24 -0.45 0.2711
H 1.392 2.356 -0.808 -0.43 -0.10 -0.22 0.5039
H -0.176 2.910 -1.386 -0.05 -0.59 -0.24 0.4652
H -3.896 2.261 5.291 0.06 -0.42 -0.51 0.4095
H -4.844 2.764 3.891 0.50 -0.24 -0.33 0.4748
H -3.003 2.884 3.903 -0.52 -0.10 -0.19 0.2776
C 4.508 6.178 -6.350 0.10 -0.07 -0.03 -0.3901
C 3.438 6.632 -5.535 -0.04 0.02 0.07 -0.6094
C 2.686 5.536 -5.207 -0.18 -0.13 0.08 -0.3776
N 3.254 4.435 -5.790 0.12 0.19 0.02 0.2019
C 4.369 4.821 -6.486 0.00 -0.17 -0.06 -0.6922
H 5.291 6.779 -6.784 -0.02 -0.02 0.01 0.4093
H 3.243 7.645 -5.225 0.00 -0.03 -0.01 0.4021
H 1.795 5.441 -4.608 0.02 0.04 -0.02 0.4409
H 2.906 3.495 -5.719 0.03 0.03 -0.01 0.2087
H 4.965 4.097 -7.018 -0.02 0.04 -0.02 0.3943
C 3.886 -1.694 5.232 -0.04 0.03 -0.03 -1.2035
C 5.001 -2.414 4.724 0.04 -0.05 -0.01 -0.2361
C 4.784 -2.611 3.386 0.02 -0.10 -0.11 -0.5381
N 3.580 -2.041 3.066 0.05 0.00 0.12 0.1619
C 3.028 -1.476 4.186 -0.07 -0.03 -0.04 -0.3133
H 3.732 -1.372 6.249 -0.01 -0.01 -0.03 0.4275
H 5.864 -2.749 5.277 0.00 0.03 -0.04 0.4645
H 5.379 -3.106 2.636 0.04 0.04 0.04 0.4667
H 3.167 -2.038 2.152 0.05 0.02 0.03 0.1369
H 2.079 -0.971 4.141 0.15 -0.07 0.04 0.7099
C -1.249 2.814 -9.267 0.01 0.04 0.06 -0.6544
C -1.623 1.831 -10.222 -0.02 -0.06 -0.03 -0.4013
C -1.417 0.605 -9.648 0.03 -0.05 0.00 -0.5646
N -0.929 0.808 -8.386 -0.04 0.03 -0.03 0.1311
C -0.829 2.151 -8.144 0.06 -0.02 0.07 -0.3529
H -1.286 3.884 -9.390 0.00 -0.03 0.01 0.3976
H -2.001 2.006 -11.216 0.01 -0.01 0.03 0.3877
H -1.573 -0.391 -10.028 0.00 0.04 -0.01 0.3792
H -0.683 0.083 -7.736 -0.03 0.03 -0.03 0.1645
H -0.467 2.518 -7.198 -0.01 0.01 -0.03 0.5031
C 9.294 4.830 -4.851 0.00 -0.01 -0.08 -0.6325
C 9.105 4.675 -3.453 -0.01 -0.02 0.09 -0.3849
C 7.754 4.709 -3.219 -0.05 0.02 -0.02 -0.5751
N 7.122 4.883 -4.419 0.04 -0.08 0.12 0.1436
C 8.052 4.953 -5.419 -0.08 0.03 -0.02 -0.1802
H 10.233 4.849 -5.380 -0.03 0.00 0.01 0.3851
H 9.871 4.551 -2.705 -0.02 0.00 -0.02 0.3847
H 7.191 4.626 -2.305 0.04 0.01 -0.01 0.3646
H 6.126 4.950 -4.550 0.05 0.07 -0.10 0.1821
H 7.751 5.086 -6.445 0.03 0.01 0.02 0.3297
C -5.887 -6.914 3.838 -0.05 -0.04 -0.01 -0.5963
C -4.858 -5.936 3.815 0.05 0.04 -0.02 -0.2884
C -4.091 -6.175 2.705 0.09 -0.04 -0.10 0.2968
N -4.616 -7.263 2.060 -0.07 0.04 0.08 0.0109
C -5.713 -7.716 2.742 0.02 -0.06 -0.04 -0.4690
H -6.667 -7.016 4.576 0.02 0.00 -0.02 0.3992
H -4.699 -5.145 4.532 -0.01 -0.01 -0.02 0.4518
H -3.218 -5.666 2.320 -0.56 -0.34 0.06 -0.2851
H -4.252 -7.666 1.216 -0.02 0.03 0.03 0.1862
H -6.272 -8.567 2.389 0.00 0.02 0.03 0.3763
C 9.824 -3.770 3.552 -0.01 0.01 0.07 -0.3792
C 9.514 -3.896 2.172 -0.03 0.00 -0.07 -0.3763
C 8.323 -4.566 2.081 -0.06 -0.05 -0.02 -0.5518
N 7.903 -4.854 3.352 0.02 0.07 -0.02 0.0217
C 8.810 -4.367 4.254 -0.04 -0.05 0.05 -0.5504
H 10.691 -3.294 3.980 -0.03 -0.01 -0.01 0.4087
H 10.098 -3.535 1.341 -0.02 -0.01 0.02 0.4092
H 7.739 -4.864 1.225 0.05 0.00 0.01 0.3967
H 7.059 -5.345 3.587 0.03 0.04 0.00 0.2239
H 8.657 -4.489 5.313 0.03 0.01 -0.03 0.3982
C -7.642 0.111 8.171 0.07 -0.01 0.04 -0.5845
C -8.763 0.304 7.322 -0.07 0.01 -0.05 -0.5031
C -8.313 0.225 6.029 0.03 0.03 -0.04 -0.4619
N -6.965 -0.003 6.066 -0.03 0.02 -0.05 0.0988
C -6.549 -0.079 7.365 0.08 0.04 -0.02 -0.3714
H -7.638 0.110 9.249 0.00 -0.01 -0.03 0.3931
H -9.783 0.479 7.624 0.03 -0.01 -0.01 0.3872
H -8.833 0.312 5.090 0.00 0.00 0.04 0.3918
H -6.370 -0.101 5.259 0.04 -0.08 0.03 0.2142
H -5.514 -0.260 7.604 -0.03 -0.01 -0.01 0.4144
C -0.872 -6.246 -1.921 0.00 -0.01 -0.09 -0.9624
C -0.900 -5.167 -0.998 -0.04 0.02 0.07 0.2708
C -0.433 -4.058 -1.655 0.07 0.08 -0.10 -0.1755
N -0.122 -4.427 -2.936 -0.06 -0.07 0.01 0.1478
C -0.391 -5.756 -3.107 0.03 0.01 0.01 -0.6048
H -1.173 -7.264 -1.736 0.01 0.03 -0.01 0.3969
H -1.225 -5.201 0.030 0.02 -0.10 -0.17 0.2358
H -0.294 -3.041 -1.325 0.04 -0.04 -0.10 0.1811
H 0.248 -3.814 -3.639 -0.03 -0.04 0.02 0.1708
H -0.215 -6.238 -4.054 0.00 -0.01 0.04 0.3869
```
Positions in Å, forces in eV/Å.

Output
Largest force on an atom = 3.963 eV Å⁻¹
Energy relative to the best compared isomer or geometry (same formula, charge and spin) = 0.00 kJ/mol
LUMO energy = -0.2 eV
SMILES = C#CC[C@H](F)O[C@](CCCCl)([C@@](CC=C)(CC(N)(N)N)NCCC(F)(F)C(F)(F)C(F)(F)C(F)(F)F)S(C)(=O)=O.c1cc[nH]c1.c1cc[nH]c1.c1cc[nH]c1.c1cc[nH]c1.c1cc[nH]c1.c1cc[nH]c1.c1cc[nH]c1.c1cc[nH]c1

=====

no.,Kohn-Sham gap (eV),calculated total energy (eV)
1,10.5,-6323.093
2,7.7,-130660.175